# 1
Computed, not measured: a molecular structure, C3H6Br2N2, with ωB97M-V/def2-TZVPD.

Summary:
F_max	0.0991	hartree/bohr
gap between HOMO and LUMO (spin up / spin down)	8.34 / 7.98	eV
highest occupied orbital energy (spin up / spin down)	-9.2 / -8.9	eV
relative energy (zero: lowest compared OMol25 entry of this formula, charge and spin)	60.7	kcal/mol

Cartesian coordinates (Å):
1 C 0.547 -0.344 -0.741
2 C -0.699 0.373 -1.042
3 C 1.016 0.182 0.646
4 N -1.706 -0.384 -0.446
5 N 1.296 -0.782 1.637
6 Br -2.657 0.124 0.960
7 Br -0.064 -1.092 2.686
8 H 0.373 -1.438 -0.578
9 H 1.356 -0.264 -1.345
10 H -0.796 1.492 -0.899
11 H -0.979 0.355 -2.218
12 H 1.985 0.731 0.491
13 H 0.328 1.048 0.849

Results of the Löwdin charge analysis, in e, for atoms 1 through 5: -0.20 -0.44 -0.43 -0.51 -0.49


# 2
Computed, not measured: a molecular structure, C17H23ClErINOPS, with ωB97M-V/def2-TZVPD.

Summary:
F_max	0.0625	hartree/bohr
gap between HOMO and LUMO (spin up / spin down)	7.35 / 7.47	eV
total charge	+2
multiplicity	4
highest occupied orbital energy (spin up / spin down)	-14.9 / -14.9	eV

Cartesian coordinates (Å):
1 C -0.176 -1.533 -2.300
2 I -1.393 -2.729 0.114
3 H 0.613 -1.587 -1.450
4 H -0.367 -0.427 -2.367
5 H 0.387 -2.001 -3.136
6 Er 1.592 -1.033 0.649
7 P 2.009 -3.616 -0.798
8 C 1.054 -5.001 -1.551
9 C 3.308 -3.540 -2.107
10 H 3.625 -3.934 1.005
11 H 3.527 -5.355 -0.096
12 H 2.245 -5.067 1.138
13 C 2.947 -4.591 0.443
14 H 4.040 -2.754 -1.877
15 H 3.813 -4.518 -2.148
16 H 1.759 -5.820 -1.783
17 H 0.573 -4.678 -2.485
18 H 2.843 -3.329 -3.080
19 H 0.294 -5.369 -0.850
20 C -1.420 -2.297 -2.047
21 O -2.317 -2.592 -2.783
22 Cl 3.731 0.016 0.656
23 N -0.010 0.438 0.297
24 S -0.381 1.932 -0.240
25 C -2.193 2.134 0.042
26 C -2.749 2.318 1.308
27 C -4.133 2.490 1.443
28 C -4.951 2.615 0.318
29 C -4.386 2.507 -0.960
30 C -3.006 2.290 -1.104
31 C 0.269 2.940 1.081
32 C 0.342 4.323 0.860
33 C 0.907 5.139 1.835
34 C 1.413 4.577 3.011
35 C 1.336 3.199 3.223
36 C 0.771 2.376 2.245
37 H -0.853 -0.116 0.502
38 H -2.103 2.248 2.181
39 H -4.565 2.554 2.437
40 H -6.011 2.862 0.428
41 H -5.020 2.584 -1.848
42 H -2.561 2.172 -2.101
43 H -0.051 4.731 -0.066
44 H 0.953 6.212 1.680
45 H 1.876 5.206 3.768
46 H 1.712 2.735 4.135
47 H 0.708 1.292 2.378

Results of the Löwdin charge analysis, in e, for atoms 1 through 5: -0.15 0.98 -0.08 0.11 0.11


- Look up the F_max of the first one.
  0.0991 hartree/bohr